(1)
The following is a quantum chemistry calculation of a structure of composition C30H67BrN3NbO3Si at a distorted geometry, from the OMol25 dataset.

Properties
**Charge**: -1
**Multiplicity**: 4
**Highest occupied orbital energy (alpha / beta)**: -0.136 / -0.136 Eh
**Orbital gap (alpha / beta)**: 5.4 / 5.3 eV

CARTESIAN COORDINATES (ANGSTROEM)
C 9.7959 -4.7867 1.3220
Si 8.7408 -3.3432 1.8983
C 8.4866 -2.1617 0.4580
C 9.5957 -2.4154 3.2866
Nb 6.2509 -4.1157 2.6482
Br 6.7831 -6.6589 2.4430
H 10.3698 -5.2271 2.1362
H 10.4861 -4.4136 0.5584
H 9.1753 -5.5674 0.8866
H 9.4011 -2.0972 -0.1443
H 7.6666 -2.4976 -0.1749
H 8.2328 -1.1696 0.8314
H 9.1612 -1.4184 3.3623
H 10.6654 -2.3189 3.0668
H 9.4731 -2.9138 4.2466
H 5.8179 -4.0294 0.8228
H 4.5152 -4.3949 3.0683
H 6.8154 -4.1019 4.4391
H 6.0967 -2.2954 2.6448
C 0.6083 -3.7310 -1.5660
C 1.1681 -4.0773 -0.1699
C 0.6901 -5.4511 0.3421
C -0.7371 -5.4970 0.8774
C -0.9679 -4.3918 1.9023
C -0.6550 -3.0021 1.3398
N 0.7690 -3.0355 0.8393
O 1.6446 -2.7892 1.7363
C -1.6666 -2.6291 0.2538
C -0.7350 -1.9361 2.4240
C 2.6893 -4.1111 -0.2659
H -0.1228 -2.9315 -1.5468
H 1.4257 -3.3993 -2.2064
H 0.1477 -4.6024 -2.0364
H 1.3732 -5.7559 1.1393
H 0.8174 -6.1672 -0.4746
H -1.4654 -5.4275 0.0630
H -0.9004 -6.4681 1.3503
H -2.0021 -4.3931 2.2606
H -0.3192 -4.5595 2.7671
H -1.4039 -1.6723 -0.2016
H -2.6390 -2.5172 0.7375
H -1.7713 -3.3752 -0.5296
H -0.1124 -2.1844 3.2786
H -1.7748 -1.8440 2.7472
H -0.4135 -0.9693 2.0397
H 3.0963 -3.1245 -0.4862
H 2.9422 -4.7796 -1.0947
H 3.1899 -4.4813 0.6240
C -3.4682 3.8146 1.4283
C -2.5998 3.1386 2.5013
C -2.0331 4.1280 3.5372
C -0.8526 4.9661 3.0549
C 0.2358 4.0859 2.4486
C -0.2895 3.2147 1.3026
N -1.4438 2.4166 1.8638
O -1.0937 1.3309 2.4417
C -0.6790 4.0798 0.1043
C 0.7695 2.2195 0.8420
C -3.4520 2.0989 3.2232
H -2.9897 3.8333 0.4582
H -4.3920 3.2523 1.2890
H -3.7352 4.8385 1.6980
H -1.7164 3.5513 4.4110
H -2.8558 4.7721 3.8599
H -1.1809 5.7247 2.3384
H -0.4414 5.5100 3.9081
H 1.0645 4.6893 2.0676
H 0.6412 3.4251 3.2203
H -1.1463 3.4770 -0.6766
H 0.2399 4.5120 -0.2962
H -1.3471 4.9005 0.3505
H 1.1587 1.6303 1.6662
H 1.5886 2.7758 0.3820
H 0.3543 1.5339 0.1020
H -3.7556 1.3119 2.5331
H -4.3467 2.6046 3.5958
H -2.9224 1.6401 4.0529
C -2.4442 1.7214 -4.9362
C -3.2871 1.5979 -3.6520
C -4.6333 0.8856 -3.8856
C -5.7151 1.7326 -4.5474
C -5.8972 3.0567 -3.8135
C -4.5923 3.8538 -3.7149
N -3.5802 2.9506 -3.0519
O -3.6248 2.9671 -1.7739
C -4.1544 4.3357 -5.0963
C -4.7672 5.0759 -2.8211
C -2.4789 0.8020 -2.6301
H -2.3759 2.7375 -5.3046
H -1.4258 1.3899 -4.7356
H -2.8470 1.0966 -5.7347
H -5.0024 0.5450 -2.9139
H -4.4298 -0.0094 -4.4789
H -5.4888 1.9018 -5.6039
H -6.6546 1.1769 -4.5232
H -6.6451 3.6835 -4.3074
H -6.2530 2.8607 -2.7975
H -3.1839 4.8313 -5.0443
H -4.8907 5.0649 -5.4381
H -4.1045 3.5472 -5.8415
H -5.1659 4.8043 -1.8484
H -5.4543 5.7671 -3.3133
H -3.8121 5.5799 -2.6693
H -1.5775 1.3454 -2.3463
H -2.1834 -0.1391 -3.0998
H -3.0470 0.5907 -1.7292

Here are the Mulliken charges for atoms 1 to 99, given in e: -1.071, 0.685, -1.019, -1.068, -0.701, -0.437, 0.294, 0.326, 0.273, 0.310, 0.234, 0.281, 0.269, 0.297, 0.278, 0.036, 0.075, -0.031, -0.019, -1.489, 1.929, -1.496, -0.450, -1.464, 2.206, 0.636, -0.617, -2.273, -2.113, -1.901, 0.107, 0.499, 0.302, 0.409, 0.428, 0.247, 0.416, 0.381, 0.403, 0.441, 0.462, 0.420, 0.467, 0.416, 0.476, 0.488, 0.422, 0.226, -1.154, 1.863, -1.467, -0.425, -1.443, 1.700, 0.851, -0.607, -1.703, -1.882, -2.107, 0.017, 0.442, 0.179, 0.407, 0.394, 0.250, 0.425, 0.408, 0.376, 0.050, 0.515, 0.439, 0.439, 0.478, 0.320, 0.468, 0.440, 0.402, -1.739, 2.310, -1.415, -0.518, -1.164, 1.772, 0.289, -0.418, -1.996, -1.922, -2.683, 0.382, 0.477, 0.337, 0.380, 0.437, 0.267, 0.402, 0.424, 0.340, 0.402, 0.435

---

(2)
The following is a quantum chemistry calculation of a cluster of 4 separate species, C30H67Cl2N6O2S in total at a distorted geometry, from the OMol25 dataset.

Properties
**Charge**: +1
**Highest occupied orbital energy**: -0.338 Eh
**Orbital gap**: 4.5 eV

CARTESIAN COORDINATES (ANGSTROEM)
C 1.5675 3.1709 2.2046
C 0.6031 3.6401 1.0753
O -0.2335 2.6149 0.5539
C -1.0623 2.0469 1.5351
C -2.1282 1.1377 0.8691
O -1.9593 -0.2100 1.3515
C -3.0905 -0.7342 1.9466
C -3.2407 -0.3783 3.4813
C -3.8257 1.0203 3.7090
Cl -3.8072 1.3471 5.4858
C -5.3224 1.0808 3.1771
C -5.5596 2.3549 2.3100
Cl -6.5577 1.0838 4.4781
N -1.9371 -0.5807 4.0815
C -1.3774 -1.9235 3.9018
C -2.0733 -2.8655 2.8685
N -3.0116 -2.2216 1.8853
N -4.3187 -2.8472 2.0485
C -4.8932 -3.0186 0.9764
S -5.6265 -3.3789 -0.3224
H 0.9925 2.9633 3.1184
H 2.3060 3.9349 2.4797
H 2.1256 2.2912 1.8551
H -0.0248 4.4578 1.4695
H 1.2342 3.9976 0.2532
H -1.5458 2.8486 2.1264
H -0.4508 1.3902 2.1792
H -1.9758 1.2233 -0.2159
H -3.1384 1.5138 1.0769
H -4.0216 -0.4225 1.4471
H -3.9447 -1.1088 3.9165
H -3.2444 1.8341 3.2706
H -5.5398 0.1959 2.5635
H -4.6248 2.9154 2.1481
H -5.9568 2.1108 1.3170
H -6.2343 3.0195 2.8573
H -1.2835 0.1212 3.7524
H -1.4368 -2.4354 4.8758
H -0.3079 -1.8524 3.6756
H -2.5772 -3.6850 3.3868
H -1.2839 -3.3552 2.2820
H -2.7016 -2.4760 0.9393
C 3.8868 0.1533 -1.5255
C 3.7814 1.6704 -1.4595
N 5.0318 2.3424 -1.1551
C 4.8582 3.7591 -0.8615
C 4.3529 4.6625 -1.9921
C 6.1558 2.0186 -2.0205
C 6.0037 2.2906 -3.5220
H 4.2723 -0.2560 -0.5900
H 2.8972 -0.2748 -1.6989
H 4.5283 -0.1784 -2.3430
H 3.0620 1.9106 -0.6690
H 3.3433 2.0317 -2.4020
H 5.8012 4.1633 -0.4836
H 4.1591 3.8428 -0.0209
H 5.1350 4.8782 -2.7177
H 4.0337 5.6223 -1.5783
H 3.4981 4.2347 -2.5175
H 6.3912 0.9588 -1.8924
H 7.0483 2.5352 -1.6576
H 5.0249 1.9959 -3.9037
H 6.7536 1.7206 -4.0761
H 6.1666 3.3402 -3.7618
C -7.7594 -2.0524 3.5482
C -9.2554 -1.7980 3.6369
N -9.8117 -1.1792 2.4468
C -11.1801 -0.7139 2.6325
C -12.2660 -1.7617 2.8974
C -9.5503 -1.8678 1.1944
C -10.0340 -3.3168 1.0561
H -7.2214 -1.1235 3.3507
H -7.3963 -2.4589 4.4942
H -7.5126 -2.7796 2.7697
H -9.4196 -1.1259 4.4840
H -9.7585 -2.7431 3.8873
H -11.4712 -0.1185 1.7625
H -11.1792 -0.0079 3.4689
H -12.5427 -2.2967 1.9900
H -13.1695 -1.2672 3.2596
H -11.9685 -2.4887 3.6537
H -8.4690 -1.8538 1.0165
H -9.9628 -1.2765 0.3725
H -9.8478 -3.9070 1.9546
H -9.5068 -3.8045 0.2315
H -11.0958 -3.3678 0.8232
C 8.6878 -1.0321 -2.8374
C 9.2295 -1.9728 -3.9039
N 9.0165 -1.5018 -5.2608
C 9.3104 -2.5118 -6.2672
C 10.7581 -2.9973 -6.3984
C 9.5110 -0.1659 -5.5524
C 11.0068 0.1058 -5.3517
H 7.6200 -0.8514 -2.9775
H 8.8271 -1.4762 -1.8500
H 9.2080 -0.0727 -2.8346
H 8.7119 -2.9295 -3.7858
H 10.2918 -2.1659 -3.6942
H 8.9728 -2.1472 -7.2417
H 8.6793 -3.3819 -6.0580
H 11.3851 -2.2677 -6.9087
H 10.7844 -3.9100 -6.9979
H 11.2089 -3.2298 -5.4331
H 8.9528 0.5461 -4.9371
H 9.2373 0.0971 -6.5778
H 11.3927 -0.3388 -4.4333
H 11.1797 1.1828 -5.2891
H 11.6000 -0.2596 -6.1885

Here are the Mulliken charges for atoms 1 to 99, given in e: -1.155, -0.237, -0.464, -0.330, -0.355, -0.572, -0.808, -0.409, -0.029, -0.103, 1.401, -1.417, -0.139, -0.297, -0.640, -0.547, 0.654, -0.689, 0.457, -0.219, 0.362, 0.407, 0.258, 0.356, 0.348, 0.457, 0.114, 0.523, -0.023, 0.995, 0.704, -0.359, -0.547, 0.356, 0.318, 0.438, 0.274, 0.293, 0.413, 0.350, 0.336, 0.550, -1.569, 0.089, 0.135, -0.432, -1.059, -0.726, -0.664, 0.350, 0.428, 0.323, 0.120, 0.215, 0.355, 0.163, 0.302, 0.415, 0.258, 0.367, 0.274, 0.241, 0.069, 0.306, -1.008, -0.548, 0.151, -0.669, -0.977, -0.454, -1.064, -0.098, 0.527, 0.275, 0.497, 0.242, 0.376, 0.390, 0.227, 0.400, 0.278, 0.098, 0.404, 0.242, 0.384, 0.320, -1.259, -0.437, 0.133, -0.682, -0.960, 0.029, -1.132, 0.187, 0.503, 0.288, 0.455, 0.260, 0.353

---

- Which value of charge does entry 1 give?
  -1

---

- Among the records above, which one has the lowest charge?
  C30H67BrN3NbO3Si